Entry 1:
Formula: C10H8O2P
Source: the Open Molecules 2025 dataset
Level of theory: ωB97M-V/def2-TZVPD

Element x y z (Å)
1 C 1.0896 0.0009 2.7220
2 C 0.0940 -1.0054 2.6944
3 C 0.7870 0.9985 -1.9413
4 C 1.2184 0.7836 1.6042
5 C -0.7621 -1.1435 1.6354
6 C 0.7084 1.4777 -0.7020
7 C 0.3317 -0.1629 -2.6173
8 C 0.3632 0.6867 0.4703
9 C -0.6893 -0.2282 0.5610
10 C -0.8301 -0.8709 -2.4028
11 O -2.8111 -1.4219 -0.6408
12 O -2.4200 1.0205 -1.1100
13 P -1.8378 -0.3295 -0.8691
14 H 1.8258 0.0228 3.5214
15 H -0.0934 -1.4220 3.7364
16 H 1.2840 1.7166 -2.5138
17 H 1.9555 1.6077 1.6170
18 H -1.3557 -2.0338 1.2747
19 H 1.3006 2.4509 -0.6258
20 H 0.8421 -0.4439 -3.4880
21 H -1.0009 -1.7039 -2.9260

Computed properties:
Kohn-Sham gap: 8.3 eV
Net charge: -1
SMILES: O=[P@]1([O-])C=CC=Cc2ccccc21
Highest occupied orbital energy: -4.85 eV
E_LUMO: 3.4756 eV
Multiplicity: 1

***

Entry 2:
Formula: C10H9Cl3CoN2O2S3
Source: the Open Molecules 2025 dataset
Level of theory: ωB97M-V/def2-TZVPD

Element x y z (Å)
1 Co -0.6577 0.6710 0.5078
2 S 1.5654 -0.2826 0.3355
3 C 1.3908 -0.1346 2.0499
4 C 2.3225 -0.5674 2.9910
5 C 1.9992 -0.4248 4.3313
6 C 0.7757 0.1279 4.6844
7 C -0.1027 0.5346 3.6831
8 N 0.2047 0.4158 2.4010
9 H 3.2574 -1.0075 2.6755
10 H 2.6939 -0.7471 5.0948
11 H 0.5034 0.2457 5.7234
12 H -1.0694 0.9622 3.9166
13 S -0.4394 2.9447 0.1216
14 C -0.3943 2.8417 -1.5844
15 N 0.5826 2.2944 -2.2688
16 C 0.4549 2.2095 -3.7212
17 C -0.8648 2.8909 -4.1084
18 S -1.6458 3.4742 -2.5602
19 H 1.3518 1.8416 -1.8043
20 H 0.4570 1.1586 -4.0108
21 H 1.3086 2.7008 -4.1878
22 H -1.5535 2.2023 -4.5899
23 H -0.7113 3.7529 -4.7509
24 Cl -5.1476 0.6268 -0.3592
25 C -3.6970 -0.3508 -0.3418
26 Cl -2.8351 -0.0787 1.2128
27 Cl -4.0684 -2.0617 -0.4776
28 C -2.7344 0.0647 -1.5969
29 O -3.2828 0.0868 -2.6644
30 O -1.5375 0.2997 -1.2588

Computed properties:
Kohn-Sham gap (spin up / spin down): 8.8 / 5.3 eV
Net charge: +1
Highest occupied orbital energy (spin up / spin down): -12.41 / -12.37 eV
Expectation value of S²: 6.031
E_LUMO (spin up / spin down): -3.6580 / -7.0488 eV
Multiplicity: 5

***

Entry 3:
Formula: C10H9ClO2
Source: the Open Molecules 2025 dataset
Level of theory: ωB97M-V/def2-TZVPD

Element x y z (Å)
1 C 1.0749 0.5794 2.1963
2 C 1.2939 -0.7740 2.5184
3 C 0.5955 0.8621 0.9568
4 C 0.9898 -1.7117 1.5063
5 C 0.1705 -0.0965 0.0151
6 C 0.4455 -1.4070 0.2890
7 C -0.4262 -0.8280 -2.2643
8 C -0.0558 -2.1045 -1.8310
9 C -0.3569 0.2261 -1.3073
10 C -1.1639 2.4538 -0.8253
11 O 0.2792 -2.4015 -0.5713
12 O -0.6693 1.4167 -1.6921
13 Cl -2.7906 -0.4830 -0.3179
14 H 1.5626 1.3641 2.8991
15 H 1.5317 -1.0278 3.4869
16 H 0.4612 1.9475 0.6943
17 H 1.4105 -2.6838 1.9578
18 H -0.7232 -0.6017 -3.2609
19 H -0.0246 -2.8633 -2.4910
20 H -0.2959 2.9046 -0.4904
21 H -1.6717 2.1837 0.1024
22 H -1.6371 3.0450 -1.5710

Computed properties:
Kohn-Sham gap (spin up / spin down): 6.9 / 6.9 eV
Highest occupied orbital energy (spin up / spin down): -7.86 / -7.86 eV
E_LUMO (spin up / spin down): -0.9522 / -0.9522 eV
Multiplicity: 1

***

> Which value of multiplicity does entry 1 give?

1

***

> multiplicity of number 2 (C10H9Cl3CoN2O2S3)?

5